The following is a quantum chemistry calculation of a molecular structure, C24H38IrN4O2, from the OMol25 dataset.

```
69
C24H38IrN4O2 ωB97M-V/def2-TZVPD
Ir -0.779 1.357 0.015
C -1.750 2.834 -2.413
C -1.884 1.366 -2.695
N -2.034 0.639 -1.411
C -3.409 0.561 -0.809
C -3.807 1.890 -0.248
N -2.602 2.435 0.464
C -2.384 3.916 0.343
C -1.121 4.203 -0.451
N -0.809 2.998 -1.257
H -2.686 3.334 -2.186
H -1.344 3.332 -3.295
H -0.977 0.990 -3.169
H -2.714 1.150 -3.370
H -1.770 -0.333 -1.566
H -3.341 -0.177 -0.009
H -4.130 0.185 -1.539
H -4.651 1.763 0.431
H -4.141 2.595 -1.004
H -2.691 2.244 1.456
H -2.260 4.341 1.338
H -3.282 4.367 -0.075
H -0.270 4.388 0.199
H -1.237 5.087 -1.081
H 0.132 3.107 -1.624
O -0.732 2.166 2.286
C 0.345 3.062 2.732
C 1.591 2.266 3.089
C 1.844 1.090 2.132
C 2.253 1.484 0.743
C 3.584 1.808 0.488
C 4.019 2.057 -0.796
C 3.106 1.934 -1.842
C 1.806 1.627 -1.542
N 1.348 1.453 -0.267
H -0.902 1.550 3.016
H -0.003 3.640 3.586
H 0.503 3.746 1.901
H 1.503 1.859 4.098
H 2.436 2.957 3.108
H 0.958 0.456 2.073
H 2.636 0.472 2.554
H 4.277 1.837 1.320
H 5.055 2.305 -0.991
H 3.405 2.072 -2.873
H 1.090 1.472 -2.339
C 0.911 -7.554 0.237
C 0.790 -6.064 0.162
C -0.361 -5.388 0.522
C -0.500 -3.947 0.460
C -1.807 -3.412 0.911
C 0.577 -3.162 -0.013
C 0.544 -1.708 -0.136
O -0.427 -0.973 0.087
C 1.772 -3.821 -0.368
C 3.010 -3.131 -0.833
C 1.844 -5.268 -0.273
H 0.042 -8.017 0.695
H 1.809 -7.836 0.788
H 1.038 -7.964 -0.768
H -1.216 -5.953 0.879
H -2.286 -4.099 1.608
H -2.472 -3.347 0.037
H -1.732 -2.423 1.348
H 1.480 -1.242 -0.465
H 2.820 -2.476 -1.687
H 3.773 -3.846 -1.127
H 3.430 -2.518 -0.027
H 2.780 -5.739 -0.557
```

Summary:
Total charge: +4
E_HOMO (spin up / spin down), eV: -20.993 / -20.919
2S+1: 2
LUMO energy (spin up / spin down), Ha: -0.454 / -0.537
Kohn-Sham gap (spin up / spin down), eV: 8.6297 / 6.3044
E, Ha: -1409.62048

The following is a quantum chemistry calculation of a molecular structure, C24H38KOP2S4, from the OMol25 dataset.

```
70
C24H38KOP2S4 ωB97M-V/def2-TZVPD
K 10.678 13.411 12.660
C 10.766 15.370 16.572
C 12.020 14.554 16.886
S 12.794 13.695 15.456
C 12.817 11.966 15.960
C 11.591 11.305 16.583
S 10.193 11.196 15.439
C 8.772 11.895 16.375
C 8.921 13.265 16.994
S 9.282 14.615 15.858
H 11.078 16.123 15.824
H 10.502 15.800 17.518
H 11.799 13.788 17.666
H 12.782 15.208 17.333
H 13.624 11.799 16.675
H 13.138 11.407 15.025
H 11.295 11.782 17.494
H 11.906 10.277 16.845
H 8.450 11.194 17.144
H 8.052 11.931 15.596
H 9.732 13.290 17.745
H 8.026 13.511 17.467
C 14.652 15.161 11.115
P 13.020 14.481 10.474
C 13.370 13.339 9.084
C 12.543 15.891 9.475
C 11.012 15.888 9.144
P 9.913 16.172 10.654
C 8.234 16.172 9.898
C 10.186 17.927 11.069
H 15.378 14.523 11.620
H 14.349 15.865 11.851
H 15.153 15.797 10.385
H 14.026 13.723 8.318
H 12.396 13.100 8.659
H 13.752 12.365 9.307
H 13.113 16.013 8.544
H 12.641 16.773 10.119
H 10.591 15.011 8.637
H 10.892 16.721 8.475
H 8.051 16.799 8.974
H 7.488 16.451 10.654
H 7.916 15.106 9.693
H 10.160 18.586 10.173
H 11.170 17.959 11.559
H 9.447 18.213 11.793
O 9.755 12.284 10.719
S 9.920 11.733 9.342
C 10.194 9.947 9.505
C 11.035 9.379 8.562
C 11.291 8.009 8.599
C 10.762 7.233 9.638
C 9.932 7.828 10.586
C 9.555 9.159 10.478
C 8.290 11.622 8.580
C 8.328 11.640 7.193
C 7.111 11.528 6.506
C 5.892 11.544 7.171
C 5.877 11.497 8.580
C 7.097 11.512 9.299
H 11.559 10.012 7.857
H 11.942 7.555 7.835
H 11.062 6.194 9.815
H 9.610 7.202 11.410
H 8.959 9.676 11.201
H 9.286 11.672 6.657
H 7.140 11.589 5.372
H 4.954 11.671 6.590
H 4.907 11.463 9.137
H 7.118 11.516 10.358
```

Summary:
Total charge: +1
E_HOMO, eV: -10.592
LUMO energy, Ha: -0.068
Kohn-Sham gap, eV: 8.7384
E, Ha: -3887.74489